No. 1
Computed, not measured: a cluster of 13 separate species, C25H80N22O13 in total at a distorted geometry, with ωB97M-V with the def2-TZVPD basis set.

Frontier orbital gap ... 9.00 eV
ΔE to the lowest compared entry with this formula, charge and spin ... 0.0 kJ/mol
E_HOMO ... -0.3243 Eh

XYZ file:
```
140
C25H80N22O13 ωB97M-V with the def2-TZVPD basis set
C 0.55 2.25 -4.11
O 0.28 1.21 -3.52
N 1.26 3.20 -3.44
N 0.24 2.33 -5.43
H 1.62 2.87 -2.56
H 1.70 4.00 -3.86
H -0.35 1.57 -5.81
H 0.25 3.18 -5.94
C -0.64 2.32 3.57
O -0.08 1.17 3.64
N -0.43 3.09 2.50
N -1.32 2.73 4.70
H -0.01 2.61 1.70
H -0.52 4.09 2.40
H -1.63 1.89 5.16
H -2.05 3.41 4.60
C 3.94 1.74 -1.71
O 3.79 2.94 -1.88
N 5.04 1.15 -2.32
N 3.13 1.00 -0.94
H 5.44 1.78 -2.99
H 4.99 0.18 -2.57
H 2.39 1.46 -0.40
H 2.85 0.06 -1.18
C -2.68 -2.87 -1.58
O -1.96 -2.43 -0.68
N -2.37 -4.12 -2.01
N -3.73 -2.10 -2.02
H -1.77 -4.50 -1.31
H -2.93 -4.66 -2.63
H -4.35 -2.27 -2.77
H -3.54 -1.16 -1.67
C 3.86 0.90 2.87
O 4.09 1.64 3.84
N 2.64 0.35 2.70
N 4.86 0.63 1.96
H 2.40 0.20 1.74
H 2.04 0.84 3.37
H 4.56 0.78 1.02
H 5.58 1.27 2.25
C -3.92 2.06 -1.49
O -4.29 0.96 -1.88
N -2.68 2.20 -0.93
N -4.80 3.09 -1.59
H -2.30 3.11 -0.75
H -2.05 1.46 -1.24
H -5.72 2.73 -1.77
H -4.73 3.91 -1.04
C -1.06 -2.32 5.01
O -1.47 -3.15 5.82
N -1.11 -1.00 5.32
N -0.54 -2.73 3.81
H -1.36 -0.83 6.27
H -0.44 -0.35 4.91
H 0.07 -2.03 3.44
H -0.03 -3.59 3.90
C -2.38 -0.01 -5.65
O -1.47 0.22 -6.42
N -2.28 0.23 -4.32
N -3.50 -0.65 -6.11
H -3.07 0.27 -3.71
H -1.43 0.74 -4.06
H -3.32 -1.05 -7.02
H -4.09 -1.14 -5.48
C -0.14 0.49 0.12
O 0.50 1.59 0.27
N -0.41 -0.26 1.22
N -0.45 0.08 -1.14
H -0.99 -1.07 1.16
H -0.22 0.19 2.13
H -0.68 -0.89 -1.22
H -0.08 0.74 -1.83
C 1.50 -3.11 1.52
C 2.30 -4.41 1.71
C 1.59 -5.43 2.59
O 1.85 -5.04 3.91
C 1.25 -5.93 4.82
N 2.39 -5.14 0.38
H 1.58 -2.56 2.47
H 0.43 -3.36 1.37
H 1.78 -2.43 0.70
H 3.24 -4.10 2.18
H 1.91 -6.47 2.44
H 0.51 -5.42 2.31
H 1.23 -7.00 4.54
H 0.21 -5.61 5.02
H 1.81 -5.79 5.77
H 2.64 -4.53 -0.40
H 3.16 -5.80 0.37
C -4.04 -0.17 1.15
C -3.78 -0.40 2.57
C -4.97 0.00 3.38
O -4.71 0.27 4.78
C -4.88 -0.86 5.65
N -3.46 -1.81 2.88
H -3.19 -0.37 0.50
H -4.35 0.87 1.01
H -4.89 -0.77 0.82
H -2.92 0.22 2.89
H -5.71 -0.82 3.28
H -5.41 0.93 3.02
H -5.86 -1.35 5.60
H -4.73 -0.43 6.64
H -4.09 -1.60 5.44
H -2.80 -2.07 2.15
H -2.99 -1.95 3.76
C 0.28 -2.48 -3.55
C 1.69 -2.28 -4.01
C 1.70 -2.27 -5.53
O 3.06 -2.01 -5.93
C 3.20 -1.89 -7.32
N 2.37 -1.11 -3.41
H 0.20 -2.48 -2.46
H -0.09 -3.46 -3.90
H -0.38 -1.71 -3.91
H 2.33 -3.13 -3.73
H 1.08 -1.49 -5.98
H 1.40 -3.25 -5.94
H 2.57 -1.07 -7.69
H 3.09 -2.80 -7.93
H 4.23 -1.54 -7.43
H 3.29 -1.15 -3.81
H 1.85 -0.30 -3.77
C 1.07 4.87 -0.45
C 2.28 5.66 0.19
C 2.49 5.24 1.60
O 1.29 5.52 2.33
C 1.67 5.20 3.66
N 3.52 5.65 -0.56
H 0.17 5.18 0.12
H 1.13 3.77 -0.47
H 0.93 5.28 -1.46
H 1.83 6.65 0.26
H 3.35 5.73 2.04
H 2.67 4.14 1.60
H 2.04 4.14 3.74
H 0.83 5.38 4.34
H 2.50 5.88 3.92
H 3.74 4.68 -0.75
H 3.35 6.14 -1.44
```


No. 2
Computed, not measured: a structure of composition C25H8AgF15GeNO2S, with ωB97M-V with the def2-TZVPD basis set.

Frontier orbital gap ... 7.36 eV
ΔE to the lowest compared entry with this formula, charge and spin ... 0.0 kJ/mol
E_HOMO ... -0.1826 Eh
Total charge ... -1

XYZ file:
```
54
C25H8AgF15GeNO2S ωB97M-V with the def2-TZVPD basis set
Ag 0.46 -0.10 -1.93
F -2.93 1.48 2.11
C -2.75 0.34 2.79
C -1.62 -0.43 2.57
C -1.50 -1.57 3.34
F -0.43 -2.37 3.25
C -2.46 -1.95 4.27
F -2.32 -3.06 5.00
C -3.58 -1.16 4.44
F -4.52 -1.51 5.33
C -3.73 0.00 3.70
F -4.80 0.77 3.89
Ge -0.45 0.07 1.01
S -1.70 -0.01 -0.71
C 0.24 1.84 1.59
C 0.66 2.03 2.90
F 0.66 1.00 3.77
C 1.13 3.23 3.37
F 1.54 3.38 4.64
C 1.20 4.31 2.51
F 1.66 5.49 2.95
C 0.80 4.17 1.20
F 0.87 5.22 0.37
C 0.32 2.94 0.76
F -0.05 2.88 -0.52
C 1.14 -1.12 0.99
C 2.46 -0.72 1.12
F 2.78 0.55 1.42
C 3.52 -1.59 0.93
F 4.78 -1.16 1.06
C 3.27 -2.90 0.59
F 4.29 -3.74 0.40
C 1.97 -3.34 0.45
F 1.73 -4.62 0.13
C 0.94 -2.45 0.65
F -0.31 -2.93 0.51
C 4.10 0.32 -4.18
O 2.75 0.37 -3.73
C 2.48 -0.33 -2.55
O 3.40 -0.88 -1.99
H 4.21 1.10 -4.92
H 4.33 -0.65 -4.63
H 4.80 0.48 -3.36
C -3.85 -0.31 -4.06
C -3.15 0.88 -4.21
C -1.77 0.83 -4.30
N -1.07 -0.31 -4.25
C -1.76 -1.44 -4.12
C -3.14 -1.49 -4.02
H -4.93 -0.30 -3.95
H -3.66 1.84 -4.23
H -1.18 1.74 -4.40
H -1.16 -2.35 -4.07
H -3.64 -2.44 -3.88
```


No. 3
Computed, not measured: a structure of composition C25H9Cl72O3P at a distorted geometry, with ωB97M-V with the def2-TZVPD basis set.

Frontier orbital gap ... 7.61 eV
E_HOMO ... -0.3156 Eh

XYZ file:
```
110
C25H9Cl72O3P ωB97M-V with the def2-TZVPD basis set
C 0.77 1.03 0.63
C -0.36 0.92 -0.50
C -0.06 0.44 -1.83
P 1.57 -0.12 -2.60
C 2.11 -1.83 -1.98
C 2.83 1.23 -2.09
C -1.50 0.55 -2.50
O -1.86 -0.10 -3.50
O -2.23 1.56 -1.76
C -1.93 1.31 -0.39
O -2.62 1.40 0.64
H 1.58 0.23 0.45
H 0.29 0.81 1.66
H 1.28 2.06 0.64
H 3.27 -1.81 -1.90
H 1.68 -2.15 -0.97
H 1.84 -2.62 -2.78
H 3.11 1.76 -3.08
H 2.29 2.04 -1.46
H 3.73 0.82 -1.53
C 2.97 -5.23 -4.18
Cl 3.88 -3.71 -4.04
Cl 2.87 -5.70 -5.89
Cl 3.80 -6.50 -3.26
Cl 1.33 -5.00 -3.53
C -2.81 2.40 4.15
Cl -4.09 2.95 3.05
Cl -2.62 0.64 3.99
Cl -1.28 3.20 3.73
Cl -3.25 2.79 5.82
C -5.93 0.14 -3.63
Cl -7.59 0.48 -3.08
Cl -4.79 0.37 -2.29
Cl -5.84 -1.54 -4.20
Cl -5.51 1.24 -4.96
C -2.68 6.09 8.73
Cl -1.04 5.54 9.16
Cl -3.79 4.71 8.70
Cl -3.23 7.27 9.94
Cl -2.64 6.86 7.13
C 6.53 -8.99 -5.07
Cl 6.87 -7.25 -5.20
Cl 6.54 -9.47 -3.36
Cl 4.94 -9.34 -5.77
Cl 7.78 -9.90 -5.95
C -4.86 -0.56 7.60
Cl -5.25 -2.21 8.13
Cl -5.48 0.61 8.80
Cl -3.10 -0.38 7.46
Cl -5.62 -0.25 6.03
C -3.25 -3.60 3.14
Cl -3.63 -5.25 3.67
Cl -3.87 -2.44 4.33
Cl -1.49 -3.42 2.99
Cl -4.02 -3.29 1.57
C 9.19 -3.95 -6.46
Cl 9.69 -2.58 -5.46
Cl 7.60 -4.54 -5.91
Cl 9.07 -3.44 -8.16
Cl 10.38 -5.26 -6.32
C 0.04 9.23 5.17
Cl 0.37 10.97 5.05
Cl 0.05 8.74 6.88
Cl -1.55 8.88 4.47
Cl 1.29 8.33 4.29
C -5.21 5.27 -0.54
Cl -4.24 6.56 -1.29
Cl -4.13 3.98 0.02
Cl -6.12 5.93 0.83
Cl -6.34 4.61 -1.74
C 4.17 5.04 4.48
Cl 5.45 4.08 3.70
Cl 3.15 3.98 5.47
Cl 4.92 6.28 5.51
Cl 3.18 5.83 3.23
C 1.55 -10.22 -2.77
Cl 1.15 -11.86 -2.21
Cl 0.97 -9.03 -1.60
Cl 3.31 -10.07 -2.94
Cl 0.78 -9.93 -4.35
C -6.96 6.03 11.69
Cl -8.62 6.34 12.26
Cl -5.82 6.27 13.03
Cl -6.85 4.35 11.11
Cl -6.57 7.14 10.36
C 13.78 -6.76 -7.82
Cl 13.11 -5.66 -9.05
Cl 15.35 -7.38 -8.37
Cl 13.99 -5.88 -6.29
Cl 12.65 -8.12 -7.57
C -9.51 7.68 -1.49
Cl -9.90 6.03 -0.94
Cl -10.13 8.85 -0.31
Cl -7.75 7.86 -1.64
Cl -10.28 7.97 -3.07
C -8.95 1.83 0.50
Cl -9.63 2.78 1.84
Cl -7.26 2.30 0.23
Cl -9.02 0.10 0.90
Cl -9.89 2.13 -0.98
C 11.13 1.09 -6.59
Cl 11.55 0.62 -4.93
Cl 12.26 2.33 -7.16
Cl 11.23 -0.33 -7.65
Cl 9.47 1.73 -6.62
C -2.34 -6.99 -1.93
Cl -3.62 -6.42 -3.03
Cl -2.19 -8.75 -2.06
Cl -0.80 -6.23 -2.37
Cl -2.77 -6.55 -0.26
```


No. 4
Computed, not measured: a structure of composition C26H111F2GaO37PSi at a distorted geometry, with ωB97M-V with the def2-TZVPD basis set.

Frontier orbital gap ... 5.63 eV
E_HOMO ... -0.1572 Eh
Total charge ... -1

XYZ file:
```
179
C26H111F2GaO37PSi ωB97M-V with the def2-TZVPD basis set
C -2.98 -2.62 -1.85
C -1.91 -1.47 -2.39
O -2.47 -0.10 -2.36
C -1.81 0.77 -3.38
C -0.52 1.56 -2.66
O -0.62 3.02 -2.76
C 0.52 3.71 -2.13
Ga 0.58 3.45 -0.03
C -1.41 3.07 0.56
C -1.77 2.31 2.00
C -3.34 2.03 2.50
C -4.57 2.48 1.52
C -4.30 3.22 0.07
C -2.72 3.52 -0.37
P 1.27 5.43 0.98
C 3.10 5.84 0.67
C 3.95 6.24 2.05
C 0.77 5.56 2.82
C 1.18 4.27 3.75
C 1.81 1.82 0.29
F 2.18 1.19 -1.04
F 0.97 0.79 0.99
C 3.23 2.15 1.03
C 3.95 0.79 1.69
Si 5.04 1.16 3.23
C 5.37 3.02 3.57
C 6.77 0.29 2.99
C 4.20 0.22 4.73
C 3.36 0.97 5.93
C 2.65 0.08 7.15
C 2.83 -1.58 7.11
C 3.70 -2.37 5.93
C 4.39 -1.43 4.74
H -3.67 -2.24 -0.98
H -2.39 -3.56 -1.41
H -3.64 -3.07 -2.73
H -0.95 -1.55 -1.68
H -1.57 -1.82 -3.47
H -1.46 0.18 -4.33
H -2.62 1.59 -3.65
H -0.49 1.14 -1.56
H 0.46 1.17 -3.19
H 0.37 4.87 -2.30
H 1.54 3.42 -2.62
H -0.94 1.92 2.74
H -3.54 1.51 3.55
H -5.68 2.30 1.85
H -5.16 3.54 -0.68
H -2.59 4.08 -1.41
H 3.11 6.84 0.01
H 3.67 5.04 0.00
H 5.10 6.22 1.74
H 3.74 7.37 2.37
H 3.70 5.54 2.95
H -0.40 5.68 2.88
H 1.24 6.53 3.31
H 0.38 3.43 3.62
H 1.11 4.61 4.89
H 2.26 3.86 3.59
H 3.98 2.50 0.17
H 3.17 3.05 1.78
H 3.18 -0.04 1.99
H 4.63 0.31 0.84
H 6.21 3.09 4.39
H 4.40 3.59 3.91
H 5.78 3.52 2.58
H 7.24 0.04 4.06
H 7.43 1.07 2.39
H 6.66 -0.71 2.34
H 3.22 2.16 5.95
H 2.05 0.64 8.00
H 2.33 -2.26 7.93
H 3.82 -3.55 5.91
H 5.01 -1.98 3.90
O -2.85 5.37 -3.45
H -2.69 6.31 -3.29
H -1.97 4.97 -3.39
O -6.33 -2.10 -0.89
H -5.98 -1.32 -1.35
H -5.96 -2.02 0.00
O 3.54 2.85 -4.45
H 3.54 2.54 -3.53
H 3.09 2.15 -4.94
O -2.72 -5.26 -0.38
H -3.25 -6.01 -0.67
H -3.13 -5.00 0.46
O -5.02 -0.88 3.87
H -4.67 -0.10 3.41
H -4.65 -0.81 4.77
O -2.96 -8.06 0.61
H -2.70 -8.68 -0.09
H -2.12 -7.82 1.03
O 2.29 -1.72 -2.63
H 2.75 -2.26 -1.98
H 2.17 -0.86 -2.19
O 4.36 7.44 4.52
H 4.52 8.38 4.69
H 5.24 7.04 4.59
O -1.42 -3.36 -5.05
H -1.57 -4.20 -5.52
H -0.51 -3.12 -5.28
O -2.65 8.04 -4.92
H -1.91 7.95 -5.54
H -3.39 8.34 -5.48
O 7.08 -2.61 3.61
H 7.33 -3.22 2.91
H 7.91 -2.36 4.03
O 2.79 1.13 10.23
H 3.25 0.58 10.88
H 2.67 1.98 10.68
O -3.99 -10.73 0.54
H -3.52 -11.27 1.19
H -4.10 -9.88 0.98
O -5.09 -3.68 5.05
H -5.11 -2.74 4.80
H -6.00 -3.85 5.37
O 3.51 0.17 -5.56
H 3.36 -0.67 -6.03
H 4.41 0.41 -5.79
O 3.42 -2.40 -7.51
H 3.13 -2.29 -8.43
H 3.52 -3.36 -7.41
O -9.13 -2.71 -2.48
H -8.87 -3.32 -3.19
H -8.29 -2.47 -2.06
O -3.14 -3.51 -7.55
H -2.80 -2.73 -8.02
H -2.78 -3.44 -6.66
O -0.12 4.10 -5.44
H 0.24 4.86 -4.97
H -0.37 3.48 -4.74
O -5.31 -6.15 1.62
H -4.76 -6.90 1.33
H -5.21 -6.14 2.58
O -3.00 6.80 -0.24
H -3.29 6.90 -1.16
H -2.91 5.84 -0.14
O -7.16 3.36 3.45
H -7.17 4.29 3.19
H -8.06 3.19 3.76
O 1.90 -2.00 -10.37
H 1.78 -1.70 -11.29
H 1.28 -1.46 -9.86
O -6.79 -7.99 3.13
H -7.59 -8.23 3.64
H -7.14 -7.64 2.30
O 0.57 0.32 -8.65
H 1.14 0.91 -8.14
H -0.24 0.84 -8.79
O -2.22 -8.61 3.43
H -2.78 -7.88 3.73
H -1.58 -8.73 4.14
O 3.84 10.04 2.25
H 3.05 9.80 2.75
H 3.50 10.39 1.41
O -1.42 -5.24 2.47
H -1.54 -4.94 1.56
H -2.04 -4.70 2.98
O 1.00 6.03 -7.39
H 1.36 6.79 -6.91
H 0.75 5.41 -6.68
O 0.96 -6.54 1.26
H 0.84 -6.24 0.35
H 0.34 -6.00 1.77
O 0.05 -6.76 -1.92
H -0.66 -6.43 -1.35
H -0.20 -7.68 -2.10
O -0.84 -9.84 -2.40
H -1.64 -10.09 -2.89
H -0.67 -10.61 -1.83
O 4.17 6.66 -7.25
H 4.41 5.94 -6.66
H 3.29 6.41 -7.59
O -2.16 -0.31 4.37
H -1.90 -0.92 3.66
H -1.32 -0.07 4.79
O 2.93 -9.13 0.80
H 2.37 -8.40 1.10
H 3.57 -9.25 1.51
```